The following is a DFT calculation (ωB97M-V/def2-TZVPD) of a cluster of 2 separate species, C7H13N2O2S in total at a distorted geometry.

Results
2S+1: 3
Charge: +1
Relative energy (zero: lowest compared OMol25 entry of this formula, charge and spin) in kcal per mole: 59.7
Highest occupied orbital energy (spin up / spin down) in eV: -11.59 / -12.22
<S²>: 2.01
Kohn-Sham gap (spin up / spin down) in eV: 8.508 / 4.697
Strongest force on any atom in eV/Å: 5.93

Structure (XYZ):
```
25
Properties=species:S:1:pos:R:3:forces:R:3
C -0.020227 1.182847 0.484819 -0.5 1.3 0.1
C -0.537566 -1.630156 -1.142855 0.2 1.6 1.2
C 1.173315 0.477266 0.558781 -1.4 0.0 1.0
C -1.405926 -0.805987 -0.941721 -1.3 -0.3 -1.0
C -1.037292 1.061518 1.592083 -0.8 -2.5 1.3
C 1.268340 -0.546040 1.560123 0.0 -1.3 1.7
C -2.729067 -0.264232 -1.186335 -3.2 -4.6 1.9
N 2.252077 0.558246 -0.260121 -1.5 2.8 -2.6
N 0.675766 -2.125826 -0.948300 1.8 1.1 -5.0
O 2.172669 1.533083 -1.263969 -0.8 0.0 -0.1
O 3.332760 0.088652 -0.100190 3.2 -2.1 1.1
S -0.519433 2.401088 -0.578028 1.0 0.2 -2.6
H -2.097027 1.075473 1.211635 1.1 1.1 0.5
H -1.036454 -0.030826 1.850272 0.1 0.8 0.0
H -0.833571 1.520611 2.623063 -0.3 0.0 -1.9
H 1.160199 -0.311651 2.634549 0.1 0.7 -0.5
H 2.145909 -1.130603 1.468895 1.0 -0.4 -0.1
H 0.442022 -1.229379 1.429946 -0.4 -0.3 -0.3
H -3.483177 -0.567822 -0.277519 1.9 0.6 -1.7
H -2.788069 0.754615 -1.177867 -0.1 2.8 -0.7
H -3.278544 -0.837266 -2.025667 1.1 1.5 0.8
H 1.150669 -2.303803 -1.907484 -0.7 0.1 2.4
H 0.654761 -2.886428 -0.385860 0.4 -3.2 1.9
H 3.069175 1.862522 -1.411147 0.4 -0.2 0.2
H 0.268689 2.154092 -1.807106 -1.3 0.4 2.3
```
Positions in Å, forces in eV/Å.

These are the Löwdin partial charges, in e, on atoms 1 to 5:
1. C -0.620
2. C -0.136
3. C -0.208
4. C -0.115
5. C -0.124